Entry 1:
93
Properties=species:S:1:pos:R:3:mulliken_charge:R:1 method="wB97M-V/def2-TZVPD" fmax_ev_per_a=7.7 total_charge=+1 gap_ev="10.0 / 4.0" s2=0.76 spin_multiplicity=2 molar_mass_da=594.669 e_homo_ev="-11.76 / -11.75"
C 3.510 2.168 -2.703 -0.5932
O 3.182 0.822 -2.365 -0.5538
H 3.819 2.656 -1.778 0.1167
H 4.386 2.187 -3.352 0.3309
H 2.588 2.668 -2.999 0.2602
H 2.759 0.407 -3.119 0.2796
C 4.486 0.904 1.271 -0.1599
O 5.091 1.054 2.540 -0.5711
H 5.055 0.261 0.599 0.3782
H 3.516 0.466 1.506 -0.0685
H 4.370 1.760 0.607 0.0796
H 5.241 0.208 2.968 0.3244
C -4.691 -0.906 0.926 -0.4335
O -5.514 -0.755 -0.216 -0.5523
H -3.711 -0.453 0.780 -0.0236
H -5.190 -0.347 1.718 0.3846
H -4.704 -1.962 1.196 0.3051
H -6.252 -1.347 -0.057 0.3176
C 0.842 0.282 -4.549 0.3193
O 1.533 -0.720 -4.177 -0.6914
N 1.153 1.125 -5.502 -0.3403
N -0.241 0.652 -3.989 -0.2512
H 0.563 1.943 -5.542 0.1455
H 1.981 0.979 -6.063 0.2889
H -0.759 1.363 -4.485 0.3767
H -0.606 -0.144 -3.484 -0.0539
C -2.434 -1.594 -2.227 0.3791
O -1.259 -1.630 -2.232 -0.6807
N -3.137 -0.445 -2.159 -0.1423
N -3.170 -2.671 -2.259 -0.3548
H -2.674 0.452 -2.194 0.0643
H -4.106 -0.490 -1.877 0.1703
H -2.805 -3.610 -2.324 0.2845
H -4.166 -2.542 -2.155 0.1447
C -1.738 2.858 -1.649 0.6514
O -2.634 2.511 -2.392 -0.7711
N -0.489 2.576 -1.873 0.0541
N -1.895 3.563 -0.599 -0.3470
H 0.245 2.796 -1.215 0.1192
H -0.328 2.134 -2.767 0.2151
H -1.078 3.586 -0.005 0.1688
H -2.843 3.514 -0.253 0.2647
C 2.133 3.783 1.097 0.4495
O 1.232 3.685 0.259 -0.7475
N 2.063 3.207 2.234 -0.0894
N 3.106 4.557 0.963 -0.3786
H 1.500 2.369 2.243 -0.1225
H 2.738 3.371 2.966 0.1967
H 3.415 5.079 1.770 0.2070
H 3.086 5.065 0.090 0.2918
C 0.434 -0.042 0.392 -0.5531
O 0.935 0.476 1.339 -0.4532
N 0.926 -0.027 -0.897 2.2909
N -0.661 -0.685 0.537 1.3835
H 1.722 0.584 -1.010 -0.3923
H 0.407 -0.535 -1.600 -0.4803
H -1.124 -0.747 1.433 -0.0382
H -1.207 -0.997 -0.254 -0.4761
C -0.504 -1.171 4.147 0.7141
O -1.414 -1.163 3.353 -0.6720
N -0.380 -1.790 5.273 -0.4244
N 0.629 -0.657 3.864 -0.1151
H -1.276 -2.090 5.630 0.2877
H 0.523 -1.891 5.714 0.1329
H 1.392 -0.715 4.524 0.1754
H 0.820 -0.237 2.966 -0.0634
C 2.764 -2.990 -1.011 -0.5594
C 2.481 -3.221 -2.475 0.1002
O 2.533 -4.541 -2.940 -0.5985
H 2.008 -3.490 -0.405 0.1135
H 2.669 -1.946 -0.712 -0.0697
H 3.738 -3.410 -0.762 0.4236
H 3.212 -2.663 -3.060 0.2147
H 1.494 -2.845 -2.745 0.0316
H 2.229 -4.557 -3.851 0.3514
C -1.280 2.536 3.401 -0.3551
C -2.368 3.627 3.719 -0.5248
O -2.304 4.126 5.098 -0.5406
H -1.286 2.188 2.368 0.0077
H -1.273 1.653 4.039 0.2231
H -0.369 3.109 3.576 0.2252
H -3.305 3.095 3.553 0.3344
H -2.253 4.380 2.940 0.2808
H -3.060 4.655 5.364 0.3060
C -1.791 -4.099 0.689 -0.4292
C -1.229 -5.450 0.323 -0.3680
O -2.037 -6.391 0.888 -0.5293
H -2.709 -3.932 0.126 0.1479
H -1.150 -3.271 0.390 0.0198
H -2.076 -3.964 1.732 0.3802
H -0.213 -5.590 0.693 0.3838
H -1.293 -5.585 -0.757 0.1441
H -1.525 -7.128 1.232 0.3282



Entry 2:
124
Properties=species:S:1:pos:R:3:mulliken_charge:R:1 method="wB97M-V/def2-TZVPD" fmax_ev_per_a=6.6 total_charge=0 gap_ev=8.6 molar_mass_da=1022.758 e_homo_ev=-8.77
O -3.530 -0.957 -4.364 -0.5182
P -4.519 -1.216 -5.591 0.8405
O -3.913 -2.621 -6.493 -0.4922
O -4.502 0.185 -6.639 -0.5380
P -6.468 -1.686 -4.727 -0.2026
C -7.886 -0.660 -5.492 0.6559
F -8.029 -0.914 -6.959 -0.2150
F -9.158 -1.141 -4.838 -0.2348
F -7.773 0.784 -5.147 -0.2094
H -4.085 -3.382 -5.834 0.3561
H -4.005 0.887 -6.087 0.3622
H -6.419 -1.283 -3.320 0.1674
C 0.106 -0.535 -2.140 0.6000
O 1.202 -0.380 -1.625 -0.7559
N -0.181 -0.106 -3.382 -0.0971
N -0.913 -1.149 -1.512 -0.1259
H -1.077 -0.225 -3.823 0.0907
H 0.558 0.361 -3.891 0.0010
H -0.739 -1.487 -0.574 0.2761
H -1.822 -1.286 -1.919 0.0993
C 0.964 2.149 1.283 0.5858
O -0.163 2.125 0.815 -0.6222
N 1.328 2.998 2.261 -0.3863
N 1.944 1.328 0.864 -0.2310
H 2.251 3.033 2.660 0.1672
H 0.620 3.633 2.606 0.2301
H 1.712 0.673 0.128 0.1470
H 2.878 1.333 1.237 0.1162
C 0.265 2.033 -6.353 0.8581
O -0.390 1.026 -6.131 -0.6966
N -0.290 3.254 -6.452 -0.3427
N 1.600 2.010 -6.518 -0.5095
H 0.232 4.094 -6.634 0.1390
H -1.293 3.315 -6.334 0.2027
H 2.057 1.111 -6.452 0.3075
H 2.156 2.828 -6.702 0.1257
C -2.572 4.445 -3.448 0.5683
O -2.131 3.624 -4.238 -0.5559
N -3.117 5.611 -3.839 -0.3942
N -2.551 4.256 -2.116 -0.3231
H -3.485 6.299 -3.204 0.1560
H -3.152 5.792 -4.834 0.2113
H -2.149 3.391 -1.780 0.1694
H -2.909 4.920 -1.450 0.1485
C -0.173 -1.468 2.657 0.5365
O -0.445 -1.566 1.471 -0.7917
N 0.676 -0.540 3.134 -0.1186
N -0.699 -2.278 3.593 -0.2282
H 0.912 -0.443 4.107 0.1975
H 1.094 0.091 2.462 0.0075
H -1.343 -2.991 3.276 0.2229
H -0.487 -2.213 4.574 0.1927
C 3.871 -1.912 4.697 0.4720
O 3.941 -0.716 4.461 -0.6894
N 4.820 -2.574 5.384 -0.3493
N 2.840 -2.674 4.293 -0.2079
H 4.780 -3.558 5.589 0.1883
H 5.614 -2.037 5.707 0.2262
H 2.104 -2.215 3.772 0.2294
H 2.765 -3.660 4.478 0.1438
C -2.048 -1.126 7.244 0.6739
O -1.079 -1.712 6.788 -0.7396
N -3.253 -1.709 7.378 -0.3949
N -1.997 0.154 7.654 -0.2660
H -4.062 -1.243 7.752 0.1668
H -3.334 -2.673 7.082 0.2146
H -1.108 0.630 7.570 0.1588
H -2.784 0.653 8.033 0.1242
C -1.394 2.900 10.543 0.6832
O -2.422 2.529 9.999 -0.6420
N -1.125 2.651 11.837 -0.4165
N -0.437 3.590 9.896 -0.3713
H -0.284 2.949 12.303 0.1606
H -1.819 2.134 12.360 0.2225
H -0.600 3.799 8.920 0.2078
H 0.416 3.905 10.327 0.1688
C -3.942 3.171 4.929 0.6694
O -4.612 3.477 3.955 -0.6682
N -4.292 3.500 6.185 -0.3243
N -2.794 2.477 4.833 -0.2408
H -3.753 3.257 7.000 0.1276
H -5.150 4.023 6.302 0.2033
H -2.494 2.209 3.904 0.1250
H -2.228 2.215 5.623 0.1204
C 5.371 -0.467 -0.373 0.7228
O 5.441 0.729 -0.610 -0.6814
N 6.320 -1.129 0.314 -0.4085
N 4.340 -1.229 -0.778 -0.3083
H 6.280 -2.113 0.518 0.1608
H 7.114 -0.592 0.637 0.2241
H 3.604 -0.770 -1.298 0.1524
H 4.265 -2.215 -0.593 0.1540
C 2.740 -5.563 7.095 0.6712
O 3.680 -5.467 6.321 -0.6733
N 1.996 -6.679 7.201 -0.4242
N 2.364 -4.561 7.911 -0.3590
H 1.218 -6.776 7.832 0.1597
H 2.245 -7.457 6.605 0.2234
H 2.898 -3.703 7.862 0.2226
H 1.594 -4.621 8.554 0.1619
C 2.740 -0.007 -10.041 0.5212
O 3.680 0.089 -10.815 -0.6959
N 1.996 -1.123 -9.935 -0.3472
N 2.364 0.995 -9.225 -0.2877
H 1.218 -1.220 -9.304 0.1772
H 2.245 -1.901 -10.531 0.2185
H 2.898 1.853 -9.274 0.1837
H 1.594 0.935 -8.582 0.1278
C 7.165 -1.596 -11.864 0.6191
O 6.510 -2.603 -11.642 -0.6534
N 6.610 -0.375 -11.963 -0.3301
N 8.500 -1.618 -12.029 -0.3817
H 7.132 0.466 -12.145 0.1504
H 5.607 -0.314 -11.844 0.2625
H 8.957 -2.518 -11.962 0.2230
H 9.056 -0.800 -12.212 0.1601
C -4.736 -0.900 1.437 0.6201
O -5.863 -0.924 0.968 -0.7077
N -4.372 -0.051 2.415 -0.2299
N -3.756 -1.721 1.017 -0.3406
H -3.449 -0.017 2.813 0.1532
H -5.080 0.584 2.760 0.1012
H -3.988 -2.376 0.282 0.1549
H -2.822 -1.717 1.391 0.1766